P.
Formula: C20H31N3O4S
Source: the OMol25 dataset
Level of theory: ωB97M-V/def2-TZVPD

- LUMO: 0.018 Eh
- Orbital gap: 9.00 eV
- M: 409.6 g mol⁻¹

Each atom is followed by the atoms it is bonded to, with distances in Å.
Element x y z (Å)
1 O -0.480 2.217 0.267  C2 1.212
2 C -0.643 1.098 -0.168  O1 1.212, N3 1.356, C12 1.524
3 N -1.634 0.789 -1.040  C2 1.356, C4 1.444, H29 1.007
4 C -2.479 1.800 -1.630  N3 1.444, C5 1.545, H30 1.092, H31 1.093
5 C -1.998 2.166 -3.051  C4 1.545, N6 1.443, H32 1.096, H33 1.094
6 N -2.690 3.250 -3.705  C5 1.443, C7 1.452, C11 1.451
7 C -2.533 4.549 -3.075  N6 1.452, C8 1.530, H34 1.091, H35 1.102
8 C -3.061 5.611 -4.040  C7 1.530, O9 1.409, H36 1.091, H37 1.100
9 O -4.415 5.385 -4.358  C8 1.409, C10 1.407
10 C -4.584 4.110 -4.930  O9 1.407, C11 1.531, H38 1.091, H39 1.100
11 C -4.093 3.008 -3.987  N6 1.451, C10 1.531, H40 1.092, H41 1.103
12 C 0.247 -0.085 0.196  C2 1.524, C13 1.527, C28 1.534, H42 1.095
13 C 0.848 0.109 1.587  C12 1.527, C14 1.524, H43 1.091, H44 1.092
14 C 1.822 -1.015 1.923  C13 1.524, C15 1.528, H45 1.092, H46 1.092
15 C 2.939 -1.105 0.885  C14 1.528, C16 1.535, C27 1.529, H47 1.095
16 C 3.933 -2.223 1.229  C15 1.535, N17 1.447, H48 1.096, H49 1.092
17 N 3.296 -3.522 1.286  C16 1.447, S18 1.671, H50 1.006
18 S 3.568 -4.486 2.623  N17 1.671, O19 1.436, O20 1.434, C21 1.786
19 O 4.809 -4.139 3.256  S18 1.436
20 O 3.354 -5.835 2.188  S18 1.434
21 C 2.220 -3.975 3.677  S18 1.786, C22 1.380, C26 1.381
22 C 2.464 -3.142 4.750  C21 1.380, C23 1.386, H51 1.079
23 C 1.399 -2.705 5.521  C22 1.386, C24 1.386, H52 1.079
24 C 0.110 -3.107 5.208  C23 1.386, C25 1.387, H53 1.080
25 C -0.121 -3.951 4.132  C24 1.387, C26 1.385, H54 1.080
26 C 0.942 -4.388 3.359  C21 1.381, C25 1.385, H55 1.078
27 C 2.330 -1.313 -0.502  C15 1.529, C28 1.526, H56 1.092, H57 1.092
28 C 1.370 -0.178 -0.846  C12 1.534, C27 1.526, H58 1.092, H59 1.093
29 H -1.667 -0.133 -1.444  N3 1.007
30 H -2.412 2.674 -0.979  C4 1.092
31 H -3.510 1.438 -1.653  C4 1.093
32 H -2.086 1.285 -3.696  C5 1.096
33 H -0.941 2.441 -2.990  C5 1.094
34 H -1.475 4.722 -2.875  C7 1.091
35 H -3.094 4.623 -2.129  C7 1.102
36 H -3.015 6.604 -3.589  C8 1.091
37 H -2.456 5.596 -4.959  C8 1.100
38 H -5.652 4.002 -5.130  C10 1.091
39 H -4.024 4.047 -5.875  C10 1.100
40 H -4.199 2.036 -4.472  C11 1.092
41 H -4.711 3.025 -3.073  C11 1.103
42 H -0.341 -1.008 0.176  C12 1.095
43 H 1.358 1.073 1.611  C13 1.091
44 H 0.047 0.140 2.328  C13 1.092
45 H 2.250 -0.844 2.913  C14 1.092
46 H 1.290 -1.967 1.953  C14 1.092
47 H 3.497 -0.163 0.884  C15 1.095
48 H 4.754 -2.221 0.504  C16 1.096
49 H 4.360 -2.049 2.219  C16 1.092
50 H 3.321 -4.059 0.436  N17 1.006
51 H 3.482 -2.859 4.966  C22 1.079
52 H 1.574 -2.054 6.364  C23 1.079
53 H -0.719 -2.764 5.808  C24 1.080
54 H -1.127 -4.265 3.898  C25 1.080
55 H 0.804 -5.052 2.520  C26 1.078
56 H 3.122 -1.361 -1.253  C27 1.092
57 H 1.792 -2.263 -0.514  C27 1.092
58 H 1.912 0.769 -0.861  C28 1.092
59 H 0.946 -0.338 -1.841  C28 1.093


Q.
Formula: C20H31N3O4S
Source: the OMol25 dataset
Level of theory: ωB97M-V/def2-TZVPD

- LUMO: 0.021 Eh
- Orbital gap: 9.27 eV
- M: 409.6 g mol⁻¹

Each atom is followed by the atoms it is bonded to, with distances in Å.
Element x y z (Å)
1 C -5.124 -3.483 -0.755  C2 1.522, H29 1.086, H30 1.087, H31 1.087
2 C -6.311 -2.952 0.036  C1 1.522, O3 1.431, H32 1.092, H33 1.095
3 O -5.988 -1.719 0.686  C2 1.431, C4 1.329
4 C -6.064 -0.609 -0.042  O3 1.329, O5 1.202, C6 1.520
5 O -6.438 -0.559 -1.183  C4 1.202
6 C -5.572 0.591 0.751  C4 1.520, C7 1.497, H34 1.088, H35 1.090
7 C -4.141 0.812 0.372  C6 1.497, C8 1.360, N28 1.358
8 C -3.694 1.132 -0.872  C7 1.360, S9 1.722, H36 1.070
9 S -1.975 1.247 -0.892  C8 1.722, C10 1.754
10 C -1.986 0.839 0.814  S9 1.754, N11 1.370, N28 1.291
11 N -0.888 0.723 1.626  C10 1.370, C12 1.369, H37 1.018
12 C 0.466 0.741 1.422  N11 1.369, O13 1.214, C14 1.516
13 O 1.203 0.503 2.356  C12 1.214
14 C 1.000 1.095 0.048  C12 1.516, N15 1.442, C25 1.551, H38 1.096
15 N 2.340 0.573 -0.056  C14 1.442, C16 1.354, H39 1.009
16 C 2.706 -0.275 -1.045  N15 1.354, O17 1.214, C18 1.521
17 O 1.986 -0.521 -1.991  C16 1.214
18 C 4.098 -0.867 -0.888  C16 1.521, C19 1.532, C24 1.531, H40 1.095
19 C 4.156 -1.811 0.318  C18 1.532, C20 1.526, H41 1.093, H42 1.092
20 C 5.541 -2.442 0.428  C19 1.526, C21 1.529, H43 1.092, H44 1.092
21 C 6.627 -1.372 0.551  C20 1.529, C22 1.526, C23 1.529, H45 1.096
22 C 8.008 -2.010 0.660  C21 1.526, H46 1.088, H47 1.088, H48 1.088
23 C 6.555 -0.431 -0.652  C21 1.529, C24 1.526, H49 1.092, H50 1.092
24 C 5.176 0.214 -0.762  C18 1.531, C23 1.526, H51 1.092, H52 1.092
25 C 0.967 2.633 -0.151  C14 1.551, C26 1.525, C27 1.527, H53 1.095
26 C 1.233 2.964 -1.616  C25 1.525, H54 1.087, H55 1.087, H56 1.087
27 C 1.986 3.321 0.755  C25 1.527, H57 1.087, H58 1.088, H59 1.087
28 N -3.167 0.651 1.304  C7 1.358, C10 1.291
29 H -5.373 -4.450 -1.182  C1 1.086
30 H -4.259 -3.592 -0.106  C1 1.087
31 H -4.877 -2.796 -1.561  C1 1.087
32 H -6.586 -3.634 0.843  C2 1.092
33 H -7.167 -2.789 -0.626  C2 1.095
34 H -5.629 0.386 1.818  C6 1.088
35 H -6.175 1.460 0.486  C6 1.090
36 H -4.265 1.289 -1.763  C8 1.070
37 H -1.148 0.492 2.582  N11 1.018
38 H 0.416 0.612 -0.744  C14 1.096
39 H 2.877 0.618 0.798  N15 1.009
40 H 4.289 -1.449 -1.795  C18 1.095
41 H 3.936 -1.262 1.237  C19 1.093
42 H 3.400 -2.591 0.207  C19 1.092
43 H 5.574 -3.102 1.297  C20 1.092
44 H 5.735 -3.049 -0.459  C20 1.092
45 H 6.439 -0.789 1.460  C21 1.096
46 H 8.776 -1.246 0.763  C22 1.088
47 H 8.059 -2.667 1.526  C22 1.088
48 H 8.227 -2.598 -0.229  C22 1.088
49 H 7.316 0.347 -0.559  C23 1.092
50 H 6.766 -0.996 -1.563  C23 1.092
51 H 4.996 0.823 0.126  C24 1.092
52 H 5.140 0.871 -1.634  C24 1.092
53 H -0.035 2.983 0.117  C25 1.095
54 H 1.252 4.041 -1.760  C26 1.087
55 H 0.459 2.541 -2.251  C26 1.087
56 H 2.190 2.552 -1.926  C26 1.087
57 H 2.997 3.090 0.429  C27 1.087
58 H 1.870 3.003 1.788  C27 1.088
59 H 1.853 4.399 0.710  C27 1.087


Which structure is most stable? Q, by 50.8 kcal/mol over the runner-up.